The following is a quantum chemistry calculation of a cluster of 2 separate species, C39H43N2 in total, from the Open Molecules 2025 dataset.

Last column: Löwdin charge in e.
Cartesian coordinates (Å):
N: -0.390 2.497 3.262  0.031
N: 1.883 2.260 3.273  0.012
C: -0.537 1.558 -2.378  0.005
C: 3.130 1.553 3.074  -0.119
C: -2.546 2.330 2.045  -0.211
C: 0.477 2.482 -2.474  -0.011
C: 1.622 1.085 -4.040  -0.009
C: -4.123 0.586 2.623  -0.275
C: 4.387 3.729 3.041  -0.037
C: -2.200 3.512 1.212  -0.039
C: 5.507 1.545 2.693  -0.010
C: -5.370 -0.183 2.354  -0.053
C: 5.515 0.163 2.590  -0.272
C: 4.320 -0.515 2.765  -0.006
C: -1.373 0.584 5.197  -0.031
C: 3.135 0.151 3.017  -0.199
C: -0.501 0.371 -3.127  -0.202
C: 0.132 3.003 4.479  -0.070
C: 0.724 2.102 2.470  -0.275
C: -2.965 -7.473 -6.793  -0.027
C: 2.676 3.258 -3.389  -0.024
C: -2.870 -6.223 -5.990  -0.241
C: 1.890 -0.614 3.277  -0.032
C: -3.870 -5.884 -5.085  -0.014
C: -3.342 0.269 3.721  -0.007
C: 1.573 2.262 -3.303  -0.235
C: -1.658 -1.703 -3.827  -0.062
C: -2.606 -2.689 -3.652  0.062
C: 4.340 2.250 2.929  -0.203
C: -2.689 -3.871 -4.449  -0.207
C: 6.779 -0.575 2.311  -0.051
C: -2.155 0.927 3.983  -0.187
C: -3.721 1.635 1.811  -0.012
C: 1.472 2.848 4.493  -0.048
C: 0.609 0.163 -3.963  0.006
C: -1.776 -5.375 -6.112  -0.011
C: -1.720 1.942 3.114  -0.112
C: 0.696 1.606 1.220  0.020
C: -1.686 -4.224 -5.368  0.006
C: -1.541 -0.599 -3.010  0.068
C: -3.783 -4.743 -4.322  0.005
H: -3.311 -2.575 -2.847  0.132
H: 4.975 4.024 3.912  0.091
H: 3.388 4.151 3.148  0.069
H: 1.604 1.369 0.707  0.052
H: -2.980 -8.349 -6.142  0.099
H: -4.566 -4.501 -3.623  0.122
H: 2.289 4.234 -3.690  0.098
H: 3.428 2.954 -4.121  0.086
H: -3.664 -0.518 4.381  0.120
H: 2.137 3.099 5.303  0.124
H: 7.235 -0.221 1.385  0.084
H: 1.453 -0.295 4.223  0.075
H: 6.600 -1.647 2.206  0.077
H: -0.988 -5.625 -6.801  0.121
H: -4.343 1.915 0.981  0.108
H: -0.818 -3.600 -5.479  0.110
H: -2.253 -0.476 -2.212  0.134
H: -0.993 -1.783 -4.669  0.096
H: 1.156 -0.453 2.487  0.066
H: -0.228 1.472 0.700  0.023
H: -0.312 0.521 4.965  0.056
H: -5.152 -1.251 2.277  0.083
H: -5.839 0.129 1.419  0.074
H: 4.842 4.170 2.152  0.086
H: -2.999 3.746 0.505  0.080
H: 4.314 -1.589 2.714  0.112
H: -1.510 1.350 5.962  0.089
H: -1.379 1.747 -1.735  0.116
H: 7.495 -0.432 3.123  0.087
H: 2.080 -1.686 3.340  0.084
H: 6.436 2.078 2.589  0.123
H: -1.286 3.348 0.642  0.052
H: 0.688 -0.742 -4.536  0.110
H: 3.171 3.364 -2.422  0.099
H: 0.434 3.390 -1.897  0.125
H: -2.049 4.386 1.846  0.093
H: -3.877 -7.475 -7.392  0.097
H: 2.469 0.893 -4.676  0.121
H: -2.117 -7.574 -7.473  0.086
H: -6.093 -0.042 3.160  0.088
H: -0.477 3.397 5.276  0.121
H: -4.722 -6.533 -4.982  0.125
H: -1.683 -0.373 5.621  0.088

Values from the calculation:
E_HOMO: -8.4 eV
Strongest force on any atom: 0.913 eV/Å
Net charge: +1
HOMO-LUMO gap: 3.099 eV
Molar mass: 539.79 g/mol